# 1
Density functional theory data (ωB97M-V/def2-TZVPD) for a molecular structure, C52H50AsBBrHgN6O4S2.

CARTESIAN COORDINATES (ANGSTROEM)
Hg 0.493 -0.321 0.183
Br 3.540 2.912 -6.788
As -2.286 0.084 -0.294
S -1.195 3.052 0.775
S 0.658 -1.324 -2.297
O 3.183 -0.929 1.646
O 0.490 2.138 -1.685
O 2.434 1.127 2.304
O 2.926 1.150 -1.862
N -1.201 4.526 -4.644
N 1.017 -3.901 -2.815
N 0.161 -3.512 -0.726
N -1.371 3.880 -2.509
N -0.863 -0.952 2.296
N -0.176 -2.619 0.261
C -4.628 5.606 -2.606
C 5.366 0.954 4.518
C -5.420 1.782 1.999
C -4.408 -4.149 -0.109
C -1.638 -0.570 4.542
C -3.348 1.272 0.837
C -2.395 4.978 -4.122
C 5.837 -0.304 4.131
C -3.423 5.713 -4.718
C 5.140 -1.014 3.148
C -1.150 -0.152 3.313
C -4.857 2.971 2.452
C -2.515 4.578 -2.782
C -4.301 1.077 -2.212
C 3.559 0.812 3.002
C -3.283 -1.593 -0.199
C -1.033 -2.315 2.446
C 7.447 -2.263 4.276
C 2.590 2.727 -5.143
C -4.653 0.948 1.201
C 1.379 3.356 -4.998
C -3.946 -3.632 -1.312
C -3.386 -2.364 -1.355
C 3.882 0.123 -2.065
C 0.679 3.207 -3.792
C 4.225 1.534 3.966
C 0.698 -5.306 -2.698
C 1.225 2.430 -2.784
C 3.169 1.958 -4.137
C 6.868 -0.978 6.315
C -2.551 1.259 -4.351
C 0.584 -3.007 -1.826
C -2.100 0.804 -3.117
C 2.483 1.824 -2.942
C 8.285 0.057 4.531
C 4.014 -0.433 2.606
C -1.836 -1.958 4.709
C -4.755 1.529 -3.442
C -0.998 -4.635 1.442
C -2.968 0.713 -2.034
C -2.779 2.495 1.254
C -1.539 -2.815 3.688
C 7.092 -0.871 4.800
C -0.756 -5.635 -3.035
C -3.624 4.881 -1.997
C -3.569 3.313 2.087
C -0.710 -3.157 1.354
C -3.717 -2.132 1.009
C -4.288 -3.396 1.051
C -0.633 3.869 -3.654
C -3.877 1.628 -4.515
C -4.530 6.017 -3.949
B 2.167 0.035 1.456
H -0.961 -6.702 -2.911
H -3.132 4.244 2.428
H 3.540 -0.562 -2.844
H -5.791 1.826 -3.559
H -1.067 0.511 -2.994
H 6.644 -2.978 4.464
H -1.167 3.401 -1.628
H 8.345 -2.624 4.783
H 7.650 -2.249 3.204
H -1.855 1.344 -5.178
H -1.682 -3.878 3.825
H 0.970 -3.500 -3.738
H -4.839 -5.143 -0.071
H 4.120 1.473 -4.292
H -5.516 5.859 -2.040
H -4.223 2.007 -5.469
H 7.751 -1.402 6.801
H -6.432 1.504 2.268
H 5.448 -1.992 2.807
H 0.942 3.954 -5.783
H -5.428 3.639 3.089
H -0.986 0.906 3.125
H 9.182 -0.320 5.032
H -3.011 -1.975 -2.296
H -1.858 0.144 5.325
H -1.144 -5.039 0.443
H -0.167 -5.186 1.898
H 6.672 -0.001 6.759
H -1.896 -4.828 2.031
H 4.862 0.541 -2.315
H -5.345 6.581 -4.387
H -4.012 -4.221 -2.220
H -1.416 -5.075 -2.370
H 1.378 -5.869 -3.346
H -0.990 -5.359 -4.066
H -2.219 -2.349 5.647
H -5.088 0.017 0.855
H 0.871 2.437 -0.846
H 8.093 1.067 4.892
H -4.616 -3.800 2.002
H 3.940 -0.420 -1.125
H -3.691 4.545 -0.969
H -3.348 6.020 -5.754
H 8.489 0.118 3.460
H -4.990 1.028 -1.377
H 6.012 -1.620 6.530
H 3.871 2.505 4.283
H 0.898 -5.594 -1.667
H -3.591 -1.572 1.929
H 5.901 1.508 5.280

The orbital gap (spin up / spin down) is 3.25 / 5.57 eV. The charge is -2. The multiplicity is 2. The highest occupied orbital energy (spin up / spin down) comes out at 0.0098 / -0.0753 Ha. The calculated total energy is -229273.8131 eV.

---

# 2
Density functional theory data (ωB97M-V/def2-TZVPD) for a molecular structure, C52H50AsN3OP2S4SiTl.

CARTESIAN COORDINATES (ANGSTROEM)
Tl 0.753 -0.125 0.815
As 0.075 3.363 0.923
S 4.105 -2.969 1.247
S 2.677 1.493 0.710
S -0.513 -2.955 3.051
S -1.743 0.248 1.222
P -0.060 -3.250 1.142
P 2.672 -2.703 -0.107
Si -4.650 1.492 0.113
O 0.921 0.190 3.242
N -0.755 0.784 -1.145
N 0.989 -0.767 5.287
N 2.603 -1.282 3.707
C -3.120 1.234 -0.955
C -4.307 2.603 1.580
C 0.535 3.913 3.691
C 1.258 -7.655 0.759
C 3.340 2.773 -1.601
C 1.335 -5.528 1.876
C 2.348 -0.906 -2.260
C 2.409 2.693 -0.567
C -5.922 2.397 -0.943
C 3.421 -5.277 -1.001
C -0.802 1.108 -2.437
C -2.793 -2.519 -1.838
C 2.151 5.411 4.651
C 3.387 -6.353 -1.881
C 1.478 -0.605 4.006
C 0.367 -7.134 -0.167
C 2.015 5.153 2.263
C -1.971 4.560 -0.691
C -5.355 -0.154 0.655
C -1.617 -2.595 -1.103
C 1.679 -5.258 -3.161
C -1.975 1.441 -3.082
C -3.969 -3.033 -1.313
C 4.609 -1.323 -1.579
C 1.745 -6.848 1.778
C -1.884 0.802 -0.412
C -3.968 -3.610 -0.048
C 2.603 5.733 3.378
C -1.609 -3.164 0.165
C 2.582 -4.189 -1.194
C -1.203 4.778 0.454
C -1.462 5.904 1.227
C 4.171 0.012 -3.531
C 1.087 -2.224 0.346
C 0.443 -4.998 0.948
C 3.253 3.776 -2.555
C 1.378 3.643 -0.498
C -3.227 6.567 -0.275
C 2.233 4.714 -2.488
C -0.037 -5.810 -0.075
C 0.972 4.246 2.412
C 2.523 -6.345 -2.963
C 2.807 -0.149 -3.327
C -3.136 1.511 -2.312
C -2.970 5.448 -1.059
C 3.246 -1.513 -1.384
C 1.117 4.499 4.807
C 1.708 -4.191 -2.280
C -2.471 6.791 0.867
C 5.069 -0.566 -2.648
C -2.796 -3.668 0.690
C 1.299 4.642 -1.462
H -5.535 3.367 -1.264
H 4.039 -7.202 -1.713
H -1.785 3.684 -1.304
H 2.861 -2.063 4.286
H -3.702 2.110 2.339
H -0.693 -2.179 -1.488
H -4.890 -2.973 -1.881
H 6.135 -0.429 -2.790
H -5.262 2.898 2.025
H 0.031 -0.457 5.336
H 3.985 3.821 -3.353
H -3.785 3.512 1.267
H 2.375 5.399 1.271
H -0.879 6.090 2.121
H -4.889 -3.998 0.370
H 1.112 -1.690 5.675
H -6.237 1.838 -1.827
H 2.103 0.320 -4.005
H 2.499 -7.184 -3.648
H 0.148 1.100 -2.960
H -3.551 5.265 -1.955
H 2.448 -7.247 2.500
H 0.505 5.377 -1.411
H -2.790 -2.047 -2.813
H -4.623 -0.699 1.256
H -4.012 7.259 -0.554
H -0.009 -7.755 -0.971
H 4.528 0.605 -4.365
H -0.730 -5.408 -0.804
H -2.667 7.660 1.483
H 1.042 -3.351 -2.431
H 2.877 -1.410 2.738
H -4.059 1.827 -2.787
H 1.700 -4.897 2.676
H -6.261 -0.017 1.251
H 2.163 5.503 -3.228
H 0.777 4.229 5.799
H 2.614 5.861 5.521
H 5.302 -1.777 -0.881
H -2.792 -4.079 1.692
H 4.128 2.035 -1.646
H 3.420 6.433 3.253
H -0.247 3.172 3.812
H -6.815 2.580 -0.340
H 1.578 -8.688 0.682
H 4.096 -5.270 -0.154
H -1.976 1.675 -4.138
H -5.599 -0.776 -0.208
H 1.283 -1.035 -2.103
H 0.994 -5.245 -4.001

The orbital gap is 7.09 eV. The charge is -1. The multiplicity is 1. The highest occupied orbital energy comes out at -0.1749 Ha. The calculated total energy is -196589.2775 eV.

---

The calculation returns the following relative energy (zero: lowest compared OMol25 entry of this formula, charge and spin) values, one per record and in order: 118.9; 20.6 kJ/mol.